*a*
9
Properties=species:S:1:pos:R:3:nbo_charge:R:1 method="wB97M-V/def2-TZVPD" homo_lumo_gap_ev="6.5 / 6.6" homo_energy_ev="-8.29 / -8.31" lumo_ev="-1.76 / -1.76"
C -0.06 1.06 -0.90 -0.37
C -2.26 1.87 -1.06 0.14
C 0.26 -0.03 -0.23 -0.35
N -1.79 2.95 -1.35 -0.27
N -0.63 3.50 -1.61 -0.41
S -3.32 0.87 -0.43 0.02
S 0.63 2.50 -1.35 0.79
H 0.86 0.03 0.69 0.22
H -0.30 -0.94 -0.42 0.22

=====

*b*
9
Properties=species:S:1:pos:R:3:nbo_charge:R:1 method="wB97M-V/def2-TZVPD" homo_lumo_gap_ev="4.9 / 4.9" homo_energy_ev="-8.91 / -8.91" lumo_ev="-4.04 / -4.04"
C 1.45 -1.09 -0.05 0.23
C 1.70 1.29 0.55 0.20
C 0.99 0.29 -0.11 -0.40
N 1.74 -2.19 0.03 -0.23
N 2.36 2.07 1.10 -0.20
S -0.67 0.61 -0.60 0.42
S -3.39 0.20 0.82 -0.32
H -0.93 -0.48 -1.50 0.20
H -3.25 -0.70 -0.24 0.11

=====

Least stable structure: *a*

=====

*a*
39
Properties=species:S:1:pos:R:3:nbo_charge:R:1 method="wB97M-V/def2-TZVPD" charge=+1 homo_lumo_gap_ev="10.2 / 3.0" spin_multiplicity=2 homo_energy_ev="-13.68 / -13.68" lumo_ev="-3.44 / -10.65"
O -0.94 1.23 4.23 -0.91
H -1.14 0.44 3.58 0.46
H -0.32 1.57 3.57 0.45
O -0.98 0.95 -0.76 -0.78
H -0.59 0.34 -0.01 0.52
H -1.40 1.62 -0.30 0.51
O 0.10 -2.03 -0.60 -0.92
H 0.79 -1.84 -0.18 0.46
H 0.11 -1.43 -1.51 0.44
O 0.95 3.12 0.30 -0.95
H 1.24 3.18 1.12 0.48
H 0.12 3.48 0.03 0.49
O 2.20 1.82 2.62 -0.96
H 2.42 2.13 3.44 0.49
H 2.77 2.24 1.91 0.48
O 2.72 1.09 -1.51 -0.95
H 2.38 0.78 -0.69 0.47
H 3.48 1.65 -1.27 0.48
O -2.64 -0.89 0.57 -0.91
H -2.52 -0.75 -0.38 0.48
H -2.45 -1.64 1.03 0.52
O -3.16 2.05 -0.12 -0.97
H -3.30 1.22 0.18 0.49
H -3.49 2.83 0.29 0.52
O -2.50 -0.29 -2.67 -0.48
H -1.82 -0.10 -2.02 0.49
H -2.38 -1.26 -2.66 0.49
O 0.24 -1.60 2.97 -0.92
H 0.60 -2.45 3.33 0.48
H 0.88 -1.23 2.60 0.44
O 0.31 -0.53 -3.53 -0.81
H 0.68 -0.37 -2.66 0.47
H 0.35 -1.24 -3.84 0.44
O -1.10 -3.55 -2.34 -0.92
H -1.04 -2.69 -1.96 0.43
H -0.35 -3.98 -1.82 0.49
O 2.98 -1.08 -0.31 -0.96
H 3.17 -1.98 0.05 0.48
H 3.67 -0.80 -0.70 0.47

=====

*b*
39
Properties=species:S:1:pos:R:3:nbo_charge:R:1 method="wB97M-V/def2-TZVPD" charge=+1 homo_lumo_gap_ev="10.6 / 3.1" spin_multiplicity=2 homo_energy_ev="-13.95 / -13.90" lumo_ev="-3.32 / -10.80"
O 0.52 -2.72 3.34 -0.93
H -0.34 -3.17 3.32 0.47
H 0.39 -2.05 2.66 0.46
O 1.70 -3.10 -0.07 -0.98
H 2.23 -2.85 -0.83 0.50
H 1.31 -3.95 0.11 0.52
O -2.51 -1.48 1.19 -0.75
H -2.61 -0.84 1.90 0.49
H -3.41 -1.79 1.04 0.50
O 2.86 1.76 -2.20 -0.93
H 3.07 1.15 -2.91 0.46
H 3.20 1.25 -1.45 0.47
O -1.12 -0.07 -1.15 -0.71
H -0.82 -0.82 -1.69 0.49
H -0.66 0.71 -1.51 0.52
O 0.98 0.33 3.28 -0.96
H 1.75 -0.17 3.58 0.49
H 1.28 1.25 3.33 0.48
O -3.45 1.28 2.08 -0.75
H -3.34 0.97 2.98 0.49
H -2.76 1.84 1.68 0.52
O -0.97 1.80 -3.31 -0.95
H -0.04 2.02 -3.45 0.48
H -1.42 2.64 -3.21 0.49
O 2.49 -1.47 -2.88 -0.95
H 1.93 -2.18 -3.17 0.48
H 2.23 -0.70 -3.39 0.47
O 0.62 1.33 0.23 -0.94
H 1.49 0.91 0.17 0.51
H 0.02 0.69 0.61 0.49
O -1.01 -4.21 0.19 -0.90
H -0.99 -3.26 0.34 0.47
H -1.49 -4.26 -0.64 0.47
O 0.97 4.03 -0.65 -0.94
H 0.63 3.43 0.03 0.47
H 1.03 3.60 -1.50 0.47
O -1.53 2.76 0.96 -0.95
H -1.38 3.27 0.16 0.50
H -0.88 2.06 0.82 0.47

=====

Least stable structure: *a*

=====

*a*
9
Properties=species:S:1:pos:R:3:nbo_charge:R:1 method="wB97M-V/def2-TZVPD" homo_lumo_gap_ev=9.4 smiles="O[Si]1(O)C=C1" homo_energy_ev=-9.01 lumo_ev=0.37
C -0.05 0.99 0.15 -0.62
C 1.19 0.42 0.15 -0.57
O -0.73 -1.61 -1.49 -1.09
O -0.41 -1.79 1.36 -1.09
Si -0.25 -0.83 0.07 1.94
H -0.34 1.93 -0.02 0.19
H 2.20 0.80 -0.16 0.22
H -1.39 -1.10 -2.08 0.51
H -0.35 -2.74 1.32 0.52

=====

*b*
9
Properties=species:S:1:pos:R:3:nbo_charge:R:1 method="wB97M-V/def2-TZVPD" homo_lumo_gap_ev=9.7 smiles="O=[si]1cc1.O" homo_energy_ev=-10.07 lumo_ev=-0.39
C -2.06 -0.65 0.17 -0.57
C -2.44 0.66 0.08 -0.59
O 3.72 -0.38 0.02 -0.95
O 0.78 0.74 -0.69 -1.16
Si -0.69 0.45 -0.39 1.89
H -2.55 -1.57 0.27 0.21
H -3.30 1.26 0.00 0.22
H 3.64 -0.31 0.95 0.46
H 2.90 -0.19 -0.40 0.49

=====

Least stable structure: *b*

=====

*a*
34
Properties=species:S:1:pos:R:3:nbo_charge:R:1 method="wB97M-V/def2-TZVPD" charge=+1 homo_lumo_gap_ev=10.5 homo_energy_ev=-13.43 lumo_ev=-2.95
O 2.33 -4.00 0.37 -0.97
H -1.50 3.15 3.55 0.50
H 0.08 -1.99 0.66 0.52
O 3.24 2.29 -1.20 -0.94
H 2.89 -4.37 -0.28 0.50
H -2.30 1.83 3.41 0.47
O 0.73 0.63 -3.81 -1.07
H -3.01 2.49 -1.94 0.48
H -1.71 -3.57 -1.89 0.47
O 1.35 0.83 2.14 -0.83
H 1.04 0.07 1.51 0.53
H -3.26 0.05 -0.43 0.53
O 0.86 -1.49 0.89 -0.99
H -1.06 -4.86 -1.51 0.48
H 3.80 1.52 -1.28 0.48
O -0.78 -0.12 2.41 -0.90
H -0.97 -0.11 1.49 0.54
H 2.67 -3.78 1.21 0.48
O -1.47 2.24 3.83 -0.96
H 1.43 1.27 -3.69 0.54
O -2.98 -0.68 0.08 -1.05
H 0.41 -0.22 -3.95 0.53
H 3.42 2.79 -1.97 0.46
O 0.37 2.76 -1.69 -0.93
H -3.14 -1.65 0.04 0.52
H 0.20 3.68 -1.44 0.46
O -2.61 1.94 -1.23 -0.96
H 1.31 2.96 -1.83 0.46
H -2.10 1.31 -1.78 0.48
O -1.37 -4.04 -1.14 -0.95
H 1.71 0.12 2.72 0.50
H -1.41 0.25 3.02 0.52
H 0.20 0.80 2.78 0.57
H 1.62 -2.09 0.96 0.51

=====

*b*
34
Properties=species:S:1:pos:R:3:nbo_charge:R:1 method="wB97M-V/def2-TZVPD" charge=+1 homo_lumo_gap_ev=9.9 homo_energy_ev=-13.17 lumo_ev=-3.23
O -0.06 0.13 -1.32 -0.89
H -1.04 0.10 -0.97 0.54
H 1.47 2.20 -2.14 0.54
O 1.34 1.88 -0.26 -0.98
H 0.30 -0.18 -0.40 0.55
H -0.91 -4.30 1.95 0.53
O -1.82 -0.97 0.69 -0.97
H -1.80 -1.34 -4.65 0.48
H -1.64 0.99 3.53 0.48
O 1.56 -2.27 0.34 -0.99
H 0.74 -2.45 -0.15 0.49
H 1.41 -3.43 -1.40 0.43
O 0.74 1.87 -2.78 -0.84
H -1.57 1.22 1.95 0.49
H 1.96 2.64 -0.02 0.51
O 1.37 1.58 2.48 -0.98
H 1.95 1.47 3.23 0.48
H -2.32 -1.69 0.40 0.47
O -1.09 -3.60 1.29 -1.01
H -1.27 -1.55 1.25 0.50
O 2.34 -3.07 -1.92 -0.91
H 2.81 -2.99 -1.05 0.48
H 1.11 1.58 0.51 0.49
O -0.36 4.34 0.80 -0.94
H -1.93 -3.46 0.81 0.49
H -0.52 4.37 1.69 0.47
O -1.87 -1.74 -3.61 -0.93
H -1.04 5.07 0.48 0.48
H -1.22 -1.14 -3.25 0.45
O -1.46 1.63 2.88 -0.97
H 1.83 -2.72 1.11 0.50
H 0.67 1.99 3.08 0.50
H 0.08 2.61 -2.76 0.52
H 0.23 1.22 -1.81 0.54

=====

*c*
34
Properties=species:S:1:pos:R:3:nbo_charge:R:1 method="wB97M-V/def2-TZVPD" charge=+1 homo_lumo_gap_ev=9.8 homo_energy_ev=-13.04 lumo_ev=-3.23
O -0.40 -3.39 0.53 -0.91
H 0.09 -2.80 1.12 0.54
H -0.79 -3.68 -0.64 0.56
O -3.45 0.60 -1.90 -0.98
H -4.12 0.54 -1.19 0.49
H -1.50 -3.20 -2.35 0.52
O 3.29 -1.20 0.13 -0.95
H 2.26 -2.44 1.35 0.53
H 0.50 3.68 3.18 0.47
O 0.53 1.01 -4.61 -0.95
H 1.14 1.71 -4.85 0.48
H 1.95 0.44 1.87 0.48
O -0.71 1.22 4.51 -0.96
H -1.42 1.78 4.12 0.47
H -0.36 1.37 -4.71 0.47
O -1.72 -1.10 -0.80 -0.98
H -2.55 -1.32 -0.40 0.49
H 2.75 -1.14 -0.67 0.47
O -0.67 -3.37 -1.91 -0.85
H 4.13 -1.07 -0.33 0.49
O 2.04 1.19 1.22 -0.96
H 2.90 1.51 1.20 0.48
H -3.88 0.99 -2.69 0.50
O -0.39 3.76 -0.80 -0.95
H -0.60 -2.37 -1.74 0.54
H -1.14 3.70 -1.41 0.47
O 1.48 -2.28 1.93 -0.94
H -0.49 4.53 -0.25 0.48
H 0.92 -1.58 1.63 0.47
O 1.11 3.09 2.82 -0.99
H 1.04 2.89 1.84 0.51
H -1.85 -0.47 -1.49 0.51
H 0.13 1.66 4.38 0.49
H -0.22 -4.25 0.90 0.52

=====

Least stable structure: *b*

=====

*a*
16
Properties=species:S:1:pos:R:3:nbo_charge:R:1 method="wB97M-V/def2-TZVPD" homo_lumo_gap_ev=8.7 homo_energy_ev=-8.70 lumo_ev=0.02
C -0.69 -1.99 -0.45 -0.08
C -0.67 -0.51 -0.11 -0.18
C -0.39 0.59 -1.20 -0.39
C -0.97 -0.07 1.26 -0.69
C 1.14 0.52 -0.92 -0.41
C 0.96 -0.48 0.19 -0.40
P 0.70 -0.24 2.00 0.56
H -0.90 -2.33 0.56 0.08
H -0.56 0.21 -2.24 0.23
H -0.90 1.57 -1.02 0.21
H -1.34 0.91 1.42 0.23
H -1.64 -0.73 1.64 0.22
H 1.64 0.05 -1.75 0.22
H 1.65 1.46 -0.70 0.21
H 1.36 -1.39 -0.14 0.24
H 1.24 1.05 2.14 -0.05

=====

*b*
16
Properties=species:S:1:pos:R:3:nbo_charge:R:1 method="wB97M-V/def2-TZVPD" homo_lumo_gap_ev="7.5 / 7.5" homo_energy_ev="-7.62 / -7.62" lumo_ev="-0.10 / -0.10"
C -0.04 0.53 1.52 -0.36
C -0.01 1.04 0.27 0.09
C -1.07 0.42 -0.54 -0.48
C 1.24 1.27 -0.34 -0.67
C -1.17 -1.05 -0.07 -0.43
C 0.10 -1.07 0.74 -0.40
P 1.67 -0.60 -0.24 0.55
H 0.85 0.62 2.24 0.18
H -1.90 1.07 -0.30 0.25
H -0.77 0.60 -1.59 0.20
H 1.12 1.55 -1.44 0.22
H 1.92 1.85 0.13 0.24
H -2.06 -1.38 0.58 0.23
H -1.23 -1.73 -1.02 0.21
H 0.35 -1.82 1.36 0.21
H 0.99 -1.30 -1.27 -0.04

=====

Least stable structure: *a*